Arrangement P

DFT (wB97M-V/def2-TZVPD) results for C5H6Br2O as an isolated structure.

Results
Orbital gap: 8.080 eV
Charge: 0
Molecular weight: 241.91 g/mol

Positions of all 14 atoms, in Å:
C  1.510  -1.316  2.267
C  1.141  -0.655  1.310
C  -0.248  1.720  -0.032
C  -1.140  -0.673  -0.686
C  0.035  0.386  -0.620
O  0.976  0.372  -1.556
Br  -1.856  -1.096  1.017
Br  -0.434  -2.362  -1.579
H  1.664  -1.924  3.026
H  -0.560  2.461  -0.833
H  -1.102  1.792  0.573
H  0.564  2.246  0.339
H  -1.842  -0.466  -1.446
H  1.291  -0.486  -1.779

Arrangement Q

DFT (wB97M-V/def2-TZVPD) results for C5H6Br2O in the gas phase.

Results
SMILES: C#C[C@@](C)(O)C(Br)Br
Orbital gap: 10.172 eV
Charge: 0
Molecular weight: 241.91 g/mol

Positions of all 14 atoms, in Å:
C  0.005  0.303  -2.457
C  -0.283  0.013  -1.313
C  -1.430  0.518  0.820
C  1.350  0.096  0.686
C  -0.358  -0.311  0.096
O  -0.475  -1.650  0.477
Br  2.011  1.876  0.196
Br  2.692  -1.316  0.174
H  -0.037  0.684  -3.440
H  -1.359  0.159  1.782
H  -1.156  1.483  0.574
H  -2.357  0.332  0.440
H  1.397  0.224  1.814
H  0.000  -2.412  0.151

The winner here is arrangement Q, beating the second structure by 0.0843 hartree.